# C2H6OS2

2 unconnected molecules or ions with the total composition C2H6OS2 (the ωB97M-V functional and the def2-TZVPD basis, the Open Molecules 2025 dataset).

Results
**LUMO energy**: 0.022 eV
**Total charge**: 0
**Relative energy (zero: lowest compared OMol25 entry of this formula, charge and spin)**: 31.3 kcal per mole
**HOMO-LUMO gap**: 9.1 eV

Last column: Mulliken charge in e.
Geometry (Å):
S1 1.59 2.50 -0.15  -0.125
O1 1.35 -2.31 -0.09  -0.670
H1 -1.64 -0.59 -1.06  0.284
H2 1.34 -1.49 -0.61  0.327
H3 0.83 3.54 0.27  0.102
H4 -2.55 -0.51 0.47  0.342
H5 1.96 -2.16 0.63  0.321
C1 0.57 1.16 -0.19  -0.097
S2 -1.03 1.33 0.27  -0.008
H6 -0.85 -1.07 0.46  0.270
C2 -1.57 -0.40 0.00  -0.747